Record 1
DFT (wB97M-V/def2-TZVPD) results for a structure of composition C28H23N3O4RuSSe.

CARTESIAN COORDINATES (ANGSTROEM)
1 Ru 0.469 0.305 0.570
2 O -3.726 3.385 -1.141
3 C -3.560 3.769 0.134
4 C -4.400 4.770 0.627
5 C -4.286 5.202 1.933
6 C -3.330 4.649 2.780
7 C -2.492 3.663 2.295
8 C -2.586 3.210 0.980
9 C -1.649 2.164 0.514
10 O -0.715 1.791 1.317
11 N -1.821 1.695 -0.701
12 N -0.873 0.742 -1.005
13 C -0.925 0.163 -2.140
14 C 0.015 -0.854 -2.581
15 C -0.209 -1.395 -3.857
16 C 0.605 -2.359 -4.407
17 C 1.692 -2.817 -3.657
18 C 1.944 -2.309 -2.406
19 C 1.129 -1.311 -1.825
20 O 1.499 -0.850 -0.658
21 H -3.068 2.660 -1.309
22 H -5.140 5.187 -0.045
23 H -4.950 5.977 2.297
24 H -3.244 4.983 3.806
25 H -1.737 3.212 2.926
26 H -1.723 0.448 -2.825
27 H -1.063 -1.029 -4.417
28 H 0.401 -2.758 -5.391
29 H 2.344 -3.583 -4.061
30 H 2.784 -2.653 -1.817
31 O 1.054 3.242 -1.114
32 S 1.851 2.281 -0.327
33 C 3.024 3.243 0.622
34 C 3.478 2.790 1.848
35 C 4.407 3.557 2.541
36 C 4.852 4.758 2.011
37 C 4.369 5.207 0.786
38 C 3.447 4.450 0.084
39 C 2.996 1.486 -1.465
40 C 4.031 0.684 -1.011
41 C 4.816 0.019 -1.937
42 C 4.557 0.149 -3.298
43 C 3.510 0.945 -3.734
44 C 2.718 1.620 -2.812
45 H 3.110 1.858 2.253
46 H 4.773 3.217 3.501
47 H 5.571 5.356 2.557
48 H 4.710 6.151 0.381
49 H 3.039 4.779 -0.863
50 H 4.206 0.557 0.050
51 H 5.622 -0.618 -1.596
52 H 5.164 -0.387 -4.016
53 H 3.293 1.029 -4.791
54 H 1.883 2.236 -3.121
55 Se -2.404 -3.386 2.106
56 C -1.385 -2.049 1.492
57 N -0.724 -1.187 1.084
58 C 1.556 -0.005 2.321
59 H 1.148 -0.827 2.912
60 H 1.533 0.889 2.951
61 H 2.601 -0.249 2.087

Cartesian forces (eV/Å) of the 3 atoms listed first:
Ru 0.553 1.013 -0.349
O -0.043 0.050 0.016
C -0.019 -0.011 -0.029

## Properties
⟨S²⟩ = 0.754
highest occupied orbital energy (spin up / spin down) = -0.1677 / -0.1660 Ha
2S+1 = 2
E_tot = -120835.14147 eV
net charge = -1
HOMO-LUMO gap (spin up / spin down) = 6.9 / 6.8 eV
energy relative to the best compared isomer or geometry (same formula, charge and spin) = 0.0 kJ/mol

Results of the Mulliken charge analysis, in e, for atoms 1 through 6:
1 Ru 1.108
2 O -0.672
3 C 0.282
4 C -0.647
5 C -0.309
6 C -0.824

---

Record 2
DFT (wB97M-V/def2-TZVPD) results for a structure of composition C8H24N5O4S.

CARTESIAN COORDINATES (ANGSTROEM)
1 O 2.917 1.051 1.561
2 S 2.911 -0.418 0.847
3 O 1.404 -0.725 0.782
4 O 3.478 -0.182 -0.452
5 O 3.494 -1.333 1.805
6 H 2.405 0.811 2.354
7 C 0.549 0.463 3.369
8 H 0.483 -0.233 2.531
9 C 1.157 -0.021 4.645
10 N 1.950 -1.228 4.460
11 N 0.197 1.720 3.204
12 C 0.260 2.558 1.938
13 C -0.610 2.064 0.799
14 N 0.045 1.148 -0.191
15 H 0.719 1.682 -0.760
16 H 0.732 0.277 0.288
17 C -0.995 0.556 -1.075
18 C -0.429 -0.464 -2.040
19 N -1.482 -0.880 -2.926
20 C -1.129 -1.844 -3.929
21 C -2.332 -2.177 -4.814
22 N -3.474 -1.353 -4.442
23 H 1.700 0.836 5.108
24 H 0.334 -0.300 5.327
25 H 2.548 -1.431 5.253
26 H 2.497 -1.284 3.589
27 H 0.169 2.257 4.064
28 H -0.092 3.552 2.241
29 H 1.310 2.632 1.621
30 H -1.525 1.590 1.174
31 H -0.913 2.946 0.216
32 H -1.744 0.088 -0.423
33 H -1.491 1.376 -1.606
34 H 0.394 -0.025 -2.629
35 H 0.017 -1.299 -1.459
36 H -2.319 -1.163 -2.423
37 H -0.346 -1.401 -4.550
38 H -0.733 -2.776 -3.500
39 H -2.043 -2.053 -5.870
40 H -2.624 -3.212 -4.615
41 H -3.177 -0.382 -4.348
42 H -4.213 -1.420 -5.126

Cartesian forces (eV/Å) of the 3 atoms listed first:
O 0.096 -0.950 -0.561
S -0.991 -0.390 0.314
O 1.323 0.396 -0.613

## Properties
⟨S²⟩ = 0.753
highest occupied orbital energy (spin up / spin down) = -0.2204 / -0.3139 Ha
2S+1 = 2
E_tot = -35158.54556 eV
net charge = 0
HOMO-LUMO gap (spin up / spin down) = 6.3 / 8.8 eV
energy relative to the best compared isomer or geometry (same formula, charge and spin) = 0.0 kJ/mol

Results of the Mulliken charge analysis, in e, for atoms 1 through 6:
1 O -0.601
2 S 1.184
3 O -0.622
4 O -0.646
5 O -0.693
6 H 0.339

---

Record 3
DFT (wB97M-V/def2-TZVPD) results for an isolated molecule of C3H10N2O.

CARTESIAN COORDINATES (ANGSTROEM)
1 C -1.741 -0.384 -0.895
2 C -0.307 -0.826 -0.679
3 O -0.111 -2.032 -0.114
4 N 0.397 0.003 0.524
5 C 1.780 0.413 0.222
6 N -0.390 0.985 1.203
7 H -1.814 0.652 -1.239
8 H -2.316 -0.504 0.021
9 H -2.162 -1.036 -1.662
10 H 0.304 -0.606 -1.576
11 H 0.302 -1.144 0.862
12 H 2.295 0.673 1.148
13 H 1.787 1.274 -0.452
14 H 2.290 -0.425 -0.251
15 H -0.280 1.884 0.738
16 H -0.035 1.072 2.150

Cartesian forces (eV/Å) of the 3 atoms listed first:
C 0.085 -0.016 0.050
C 0.148 0.188 0.260
O -0.035 0.155 -0.029

## Properties
SMILES string = C[C@H]([O-])[N@@H+](C)N
highest occupied orbital energy = -0.3160 Ha
2S+1 = 1
E_tot = -8298.06363 eV
net charge = 0
HOMO-LUMO gap = 9.3 eV
energy relative to the best compared isomer or geometry (same formula, charge and spin) = 331.9 kJ/mol

Results of the Mulliken charge analysis, in e, for atoms 1 through 6:
1 C -1.294
2 C 0.282
3 O -0.802
4 N 0.145
5 C -0.960
6 N -0.618

---

Which formula does entry 3 have? C3H10N2O

---

2S+1 of number 1 (C28H23N3O4RuSSe)? 2